No. 1
DFT (wB97M-V/def2-TZVPD) results for C2H3N3O in the gas phase at a distorted geometry.

The geometry in XYZ format:
```
9
Properties=species:S:1:pos:R:3:lowdin_charge:R:1
N -1.54753 -0.30618 -0.38633 0.1390
C -0.28748 -0.49747 0.11935 -0.5734
C 0.65772 0.60327 -0.11842 -0.0729
N 1.86592 0.39669 0.33244 -0.0950
N 2.89540 0.17852 0.73914 0.2619
O 0.03988 -1.52210 0.69725 0.0312
H -2.23055 -0.99346 -0.10290 0.1070
H -1.88897 0.60854 -0.63148 0.0940
H 0.49563 1.53218 -0.64905 0.1082
```

As for the net charge: 0. The spin multiplicity is 1. As for the gap between HOMO and LUMO: 9.65 eV. The calculation puts the lowest unoccupied orbital energy at 0.559 eV.



No. 2
DFT (wB97M-V/def2-TZVPD) results for a molecular structure, C25H58BiN2O2Si3 at a distorted geometry.

The geometry in XYZ format:
```
91
Properties=species:S:1:pos:R:3:lowdin_charge:R:1
O -1.40443 -1.66481 -1.50546 -0.4322
O 2.00214 1.89329 -3.68317 -0.2474
C -0.40664 -2.59176 -2.13840 -0.2183
C -1.05208 -3.93149 -2.44101 -0.0478
H 0.42145 -2.63587 -1.41841 0.0849
H -0.01474 -2.08240 -3.02901 0.1047
H -1.49544 -4.37382 -1.54379 0.0794
H -0.29650 -4.63383 -2.81318 0.0951
H -1.81923 -3.84738 -3.21576 0.0736
C -2.21531 -0.88192 -2.46172 -0.2226
C -1.90862 -1.06104 -3.93207 -0.0765
H -2.05612 0.17453 -2.19913 0.0951
H -3.26360 -1.13197 -2.24580 0.1148
H -0.88047 -0.78651 -4.17999 0.0673
H -2.55437 -0.38229 -4.50097 0.1023
H -2.09624 -2.07544 -4.28990 0.0792
C 0.90563 2.81902 -3.71401 -0.2332
C 2.67076 1.12997 -4.68681 -0.2591
C -0.33364 2.33132 -4.45573 -0.0699
H 1.30627 3.76287 -4.12294 0.1242
H 0.70178 2.94828 -2.64411 0.1130
H -0.10789 2.18319 -5.52246 0.0580
H -1.10257 3.11296 -4.37141 0.0853
H -0.71485 1.37877 -4.03155 0.0541
C 2.08936 1.22632 -6.07358 -0.0825
H 2.67168 0.08976 -4.32590 0.1095
H 3.71049 1.47778 -4.67084 0.1216
H 1.15032 0.66376 -6.09545 0.0679
H 2.79395 0.76765 -6.77240 0.0858
H 1.92890 2.27745 -6.33528 0.0871
H 2.74052 0.94372 -2.09309 -0.0095
Bi -0.89491 -0.46000 0.54230 1.8228
C 2.36246 0.21467 -1.38983 -0.2041
Si 3.67334 0.57453 -0.08517 0.4553
H 2.34911 -0.75535 -1.89376 0.0272
H 1.33425 0.50582 -1.05072 -0.0226
C 5.20369 -0.35716 -0.64677 -0.1862
C 3.40023 0.06133 1.69847 -0.1720
C 3.67253 2.44972 -0.23423 -0.1600
C -2.77687 -1.49192 1.17830 -0.3966
Si -3.88583 0.01432 1.02641 0.3395
H -2.59650 -1.86752 2.19885 0.0281
H -2.96549 -2.33377 0.49371 0.0209
C -5.30099 -0.48984 -0.08527 -0.1744
C -3.18579 1.59735 0.27859 -0.2215
C -4.40695 0.38481 2.77594 -0.1677
H 3.08139 2.79553 -1.09930 0.0263
H 4.71159 2.77319 -0.37134 0.0359
H 3.25553 2.87052 0.69274 0.0251
H 5.11308 -1.43150 -0.41343 0.0384
H 6.04739 0.05180 -0.07703 0.0311
H 5.41163 -0.22401 -1.71888 0.0335
H 2.89542 -0.91062 1.78658 0.0190
H 2.86075 0.85862 2.22672 0.0143
H 4.41463 -0.04518 2.08791 0.0330
H -3.41260 1.66259 -0.79470 0.0366
H -2.10839 1.79858 0.41931 -0.0312
H -3.70988 2.42383 0.78112 0.0544
H -4.98803 1.31299 2.82131 0.0447
H -3.54244 0.48183 3.44337 0.0042
H -5.03741 -0.43690 3.13976 0.0494
H -6.18163 0.12239 0.13716 0.0422
H -5.56782 -1.53936 0.08165 0.0424
H -5.06831 -0.35585 -1.14784 0.0196
C 0.64614 -3.83345 1.06653 -0.0244
C 0.56654 -3.02956 2.32539 -0.3421
C 0.85882 -3.55350 3.57534 -0.0383
C 0.77111 -2.72909 4.70384 -0.0323
C 0.42235 -1.39150 4.55549 -0.0202
C 0.13547 -0.90286 3.26112 -0.4927
N 0.16655 -1.75494 2.17898 -0.0717
N -0.25380 0.32939 2.89646 -0.1331
Si -0.25057 1.75841 3.98372 0.4039
C -1.73735 1.60519 5.10433 -0.1780
C 1.31927 1.86179 5.00116 -0.1678
C -0.34609 3.34185 2.98741 -0.1731
H -0.31900 -3.85677 0.53272 0.0718
H 1.41025 -3.42972 0.38205 0.0855
H 0.93436 -4.86894 1.30271 0.0940
H 1.13095 -4.61456 3.62792 0.1183
H 0.96013 -3.13807 5.69303 0.1185
H 0.31790 -0.69312 5.38855 0.0937
H -1.88148 0.56765 5.43551 0.0340
H -1.56216 2.22331 5.99562 0.0389
H -2.65297 1.96796 4.62166 0.0184
H 2.13829 2.30550 4.41879 0.0334
H 1.13015 2.51877 5.86304 0.0428
H 1.65197 0.89123 5.38863 0.0196
H 0.51989 3.46365 2.32206 0.0276
H -1.27178 3.42132 2.40280 0.0174
H -0.33263 4.18447 3.69658 0.0445
```

As for the net charge: +1. The spin multiplicity is 1. As for the gap between HOMO and LUMO: 7.08 eV. The calculation puts the lowest unoccupied orbital energy at -3.394 eV.



No. 3
DFT (wB97M-V/def2-TZVPD) results for C3H2NOPS2 in the gas phase at a distorted geometry.

The geometry in XYZ format:
```
10
Properties=species:S:1:pos:R:3:lowdin_charge:R:1
C 0.43552 -0.66363 -0.25704 -0.0035
C 0.10359 0.69650 -0.45140 -0.0290
C 1.83557 -0.63088 -0.20298 -0.6915
N 2.31693 0.60586 -0.37301 -0.2278
O 1.22666 1.41719 -0.53329 0.0030
P 4.32255 0.19035 -0.68879 0.1922
S 5.20039 0.81439 0.89245 0.0294
S 3.26598 -1.74802 -0.12396 0.5253
H -0.04286 -1.63025 -0.05762 0.1207
H -0.69774 1.14183 -0.79658 0.0812
```

As for the net charge: 0. The spin multiplicity is 1. As for the gap between HOMO and LUMO: 8.06 eV. The calculation puts the lowest unoccupied orbital energy at -0.276 eV.



No. 4
DFT (wB97M-V/def2-TZVPD) results for 2 unconnected molecules or ions with the total composition IO4S at a distorted geometry.

The geometry in XYZ format:
```
6
Properties=species:S:1:pos:R:3:lowdin_charge:R:1
O -0.23604 0.90402 -1.27612 -0.3154
O -1.53727 -0.74112 0.01279 -0.3075
O -0.32936 1.06657 1.17982 -0.3181
O 2.04423 -1.30981 0.16888 -1.1702
S -0.50155 0.26679 -0.00893 0.5918
I 3.23915 0.17991 0.21332 0.5194
```

As for the net charge: -1. The spin multiplicity is 1. As for the gap between HOMO and LUMO (alpha / beta): 6.07 / 6.07 eV. The calculation puts the lowest unoccupied orbital energy (alpha / beta) at 2.227 / 2.228 eV.



No. 5
DFT (wB97M-V/def2-TZVPD) results for a molecular structure, C45H36Br4NO5P3V at a distorted geometry.

The geometry in XYZ format:
```
95
Properties=species:S:1:pos:R:3:lowdin_spin:R:1
V -0.07599 -0.47600 -0.05108 1.9003
Br 2.46966 -3.29135 5.60607 0.0000
C 2.29968 -2.25877 4.03291 0.0003
C 3.17409 -2.43803 2.96239 0.0004
Br 4.57755 -3.70156 3.06454 0.0001
C 2.99416 -1.68140 1.79686 0.0009
Br 4.14761 -1.83710 0.31166 0.0007
C 1.95984 -0.76052 1.66654 0.0031
O 1.70051 -0.07419 0.53960 0.0183
C 1.13272 -0.50927 2.78786 0.0008
O 0.22977 0.46595 2.76733 0.0022
C 1.29164 -1.29455 3.93604 0.0005
Br 0.08529 -0.94630 5.34830 0.0002
N -1.26565 2.84675 0.11223 -0.0022
P -0.34694 1.60596 1.30478 0.0028
C -1.34878 2.37547 2.67064 -0.0013
C -1.23300 3.73083 2.97131 -0.0005
C -1.97545 4.29630 4.00228 -0.0001
C -2.86258 3.51651 4.73794 -0.0001
C -2.99289 2.16520 4.43874 0.0000
C -2.23373 1.59902 3.42120 -0.0001
C 1.20973 2.61158 1.34584 -0.0010
C 1.93431 2.72730 2.53125 -0.0006
C 3.16603 3.37028 2.55424 0.0001
C 3.69347 3.92348 1.39230 -0.0006
C 2.97006 3.83498 0.20965 0.0001
C 1.74198 3.17852 0.19045 -0.0003
P -1.92981 2.08930 -1.26046 0.0166
C -2.99699 3.40618 -2.04151 0.0050
C -2.47533 3.98836 -3.20150 0.0005
C -3.17234 4.96757 -3.90495 0.0000
C -4.41905 5.38190 -3.45607 0.0001
C -4.95562 4.81511 -2.30447 0.0002
C -4.25631 3.83326 -1.60762 0.0010
C -3.22562 1.06901 -0.38834 0.0030
C -3.82982 1.57783 0.76093 0.0008
C -4.80862 0.86449 1.44020 0.0000
C -5.20576 -0.38498 0.98068 0.0012
C -4.59759 -0.92115 -0.14475 0.0000
C -3.61308 -0.20478 -0.81101 0.0015
H -0.76621 3.69854 -0.11341 -0.0001
H -0.55707 4.35540 2.39834 0.0000
H -1.85672 5.34981 4.23451 0.0000
H -3.43835 3.95746 5.54439 0.0000
H -3.67811 1.54511 5.00912 0.0000
H -2.31748 0.53983 3.20314 0.0001
H 1.52725 2.31331 3.44720 -0.0001
H 3.72229 3.42821 3.48477 0.0000
H 4.66272 4.41186 1.40752 0.0000
H 3.36199 4.26642 -0.70507 0.0000
H 1.21074 3.08309 -0.74588 0.0001
H -1.50614 3.65914 -3.57160 0.0001
H -2.74567 5.39573 -4.80671 0.0000
H -4.97258 6.13769 -4.00244 0.0000
H -5.92940 5.13424 -1.94769 0.0000
H -4.70293 3.39720 -0.72509 0.0001
H -3.50877 2.54379 1.13204 0.0000
H -5.25432 1.28559 2.33673 0.0000
H -5.96741 -0.94668 1.50820 0.0001
H -4.87665 -1.90657 -0.49711 0.0000
H -3.11805 -0.68705 -1.63297 0.0000
O 1.52185 -3.74957 -2.24168 0.0060
C 0.91274 -2.72168 -1.99098 0.0058
O 0.69921 -2.21810 -0.80507 0.0318
C 0.33373 -1.90655 -3.13385 0.0003
P -0.22463 -0.25419 -2.54202 -0.0021
C -1.02250 0.30165 -4.14483 -0.0033
C -2.34648 0.71431 -4.30352 0.0006
C -2.83752 1.11492 -5.54414 0.0000
C -2.01158 1.11853 -6.65541 0.0003
C -0.69109 0.70937 -6.51940 -0.0003
C -0.20621 0.30338 -5.28193 -0.0006
C 1.34596 0.72894 -2.64458 0.0015
C 2.55711 0.15153 -2.26596 0.0001
C 3.74086 0.87815 -2.34563 0.0000
C 3.73093 2.18356 -2.81005 -0.0003
C 2.52655 2.77666 -3.17348 0.0000
C 1.34426 2.05766 -3.07967 0.0002
H -0.53927 -2.43710 -3.50810 0.0000
H 1.05384 -1.84933 -3.93950 -0.0005
H -3.01541 0.76354 -3.46425 0.0002
H -3.86779 1.44380 -5.62448 0.0000
H -2.39093 1.43685 -7.62079 0.0000
H -0.02547 0.71632 -7.37612 0.0000
H 0.82783 -0.00588 -5.20334 -0.0001
H 2.59132 -0.86148 -1.88571 0.0000
H 4.66866 0.41470 -2.03056 0.0000
H 4.65863 2.74257 -2.88419 0.0000
H 2.50566 3.80182 -3.52483 0.0000
H 0.40966 2.52471 -3.35026 0.0001
C -1.39902 -2.55310 1.38772 0.0107
O -1.34433 -1.19498 0.93284 -0.0023
H -2.42901 -2.91175 1.37241 -0.0013
H -1.03393 -2.62054 2.41200 -0.0010
H -0.79593 -3.20954 0.76930 0.0000
```

Its expectation value of S² is 2.017. As for the net charge: -1. The spin multiplicity is 3. As for the gap between HOMO and LUMO (alpha / beta): 7.21 / 7.30 eV. The calculation puts the lowest unoccupied orbital energy (alpha / beta) at 2.252 / 2.253 eV.



No. 6
DFT (wB97M-V/def2-TZVPD) results for C14H17BrN2O2S in the gas phase at a distorted geometry.

The geometry in XYZ format:
```
37
Properties=species:S:1:pos:R:3:lowdin_charge:R:1
O 1.33017 0.34855 1.17625 0.0948
C 2.33880 0.70928 0.61044 -0.3928
N 2.47769 1.87978 -0.09918 0.0965
C 1.63071 2.98742 -0.11734 -0.8613
N 0.31711 2.85496 -0.29416 0.0139
H -0.19189 3.72615 -0.22000 0.1268
C -0.46453 1.70307 -0.67837 -0.1703
H -0.98924 1.94084 -1.61125 0.1347
H 0.20280 0.86323 -0.85716 0.1070
C -1.48696 1.34285 0.40652 -0.1428
C -2.30347 0.14214 0.01978 -0.2529
C -3.61243 0.21329 -0.17831 -0.0581
C -4.48107 -0.95528 -0.52971 -0.1974
C -3.66030 -2.17415 -0.94143 -0.2070
C -2.48472 -2.35016 0.01291 -0.1973
C -1.54891 -1.15196 -0.11238 -0.1580
H -0.76448 -1.19009 0.64623 0.1107
H -1.05734 -1.18404 -1.09065 0.1232
H -1.94486 -3.27168 -0.21327 0.1079
H -2.85691 -2.41732 1.03691 0.1192
H -4.29134 -3.06495 -0.94189 0.1063
H -3.27876 -2.03220 -1.95494 0.1149
H -5.16677 -0.67213 -1.33295 0.1084
H -5.09745 -1.20126 0.34217 0.1140
H -4.13026 1.15615 -0.05675 0.1066
H -0.93679 1.12309 1.32339 0.1104
H -2.13962 2.20034 0.58306 0.1147
S 2.32736 4.47530 0.03665 0.6231
H 3.43423 2.14073 -0.31640 0.1145
C 3.56430 -0.09988 0.61872 -0.1759
C 3.78877 -1.32390 1.19974 0.0251
C 5.12784 -1.66347 0.92177 -0.0650
C 5.61791 -0.61738 0.19182 -0.7629
O 4.69475 0.33140 -0.00126 0.0087
Br 7.30273 -0.32944 -0.54673 0.8247
H 5.65990 -2.54447 1.21393 0.1116
H 3.07306 -1.89482 1.75387 0.1242
```

As for the net charge: 0. Its structure (SMILES) is O=C(NC(=S)NCCC1=CCCCC1)c1ccc(Br)o1. The spin multiplicity is 1. As for the gap between HOMO and LUMO: 8.37 eV. The calculation puts the lowest unoccupied orbital energy at 0.010 eV.



Number 1: energy -317.48916 a.u.. Number 2: energy -2330.25218 a.u.. Number 3: energy -1383.16607 a.u.. Number 4: energy -996.81638 a.u.. Number 5: energy -14431.65781 a.u.. Number 6: energy -3775.87263 a.u..